{
  "formula": "C29H34N7S4Ta",
  "method": "ωB97M-V with the def2-TZVPD basis set",
  "species": ["Ta", "C", "C", "S", "C", "C", "S", "C", "C", "S", "C", "C", "S", "H", "H", "H", "H", "H", "H", "H", "H", "H", "H", "H", "H", "H", "H", "H", "H", "C", "C", "C", "C", "C", "C", "N", "C", "C", "C", "C", "C", "C", "N", "N", "C", "C", "C", "C", "C", "N", "H", "H", "H", "H", "H", "H", "H", "H", "H", "H", "H", "H", "H", "N", "C", "C", "N", "C", "C", "N", "H", "H", "H", "H", "H"],
  "xyz": [[0.280, 0.321, 0.005], [-2.607, 1.689, 1.998], [-2.523, 0.192, 2.330], [-0.746, -0.187, 2.448], [-0.451, -1.851, 3.098], [0.966, -2.235, 2.812], [1.860, -1.505, 1.360], [3.092, -0.599, 2.287], [2.555, 0.401, 3.262], [1.891, 1.783, 2.184], [0.612, 2.830, 2.967], [-0.274, 3.385, 1.892], [-1.319, 2.280, 0.887], [-2.662, 2.348, 2.862], [-3.504, 1.826, 1.445], [-3.059, -0.403, 1.642], [-2.874, -0.011, 3.325], [-1.133, -2.560, 2.634], [-0.567, -1.722, 4.209], [1.110, -3.330, 2.688], [1.541, -1.902, 3.661], [3.749, -0.225, 1.509], [3.635, -1.329, 2.878], [3.378, 0.730, 3.892], [1.764, -0.074, 3.923], [1.138, 3.693, 3.391], [0.044, 2.289, 3.711], [0.313, 4.025, 1.173], [-0.978, 4.094, 2.337], [-2.307, -4.355, 1.534], [-3.329, -3.371, 1.307], [-3.005, -2.169, 0.621], [-1.727, -1.884, 0.189], [-0.761, -2.932, 0.305], [-1.040, -4.106, 0.993], [-1.394, -0.723, -0.543], [-2.324, -0.261, -1.564], [-3.376, -0.962, -2.159], [-4.176, -0.262, -3.027], [-3.980, 1.040, -3.359], [-2.888, 1.759, -2.839], [-2.038, 1.011, -2.011], [-0.763, 1.523, -1.657], [-0.368, 2.595, -2.121], [0.951, 2.868, -1.800], [1.586, 3.910, -2.428], [2.967, 4.070, -2.212], [3.583, 3.239, -1.284], [2.848, 2.220, -0.648], [1.529, 2.011, -0.901], [-2.609, -5.291, 1.958], [-4.361, -3.593, 1.643], [-3.847, -1.496, 0.417], [0.152, -2.981, -0.266], [-0.280, -4.865, 1.162], [-3.611, -2.005, -1.976], [-5.021, -0.849, -3.467], [-4.669, 1.529, -4.071], [-2.572, 2.746, -3.077], [1.088, 4.567, -3.120], [3.531, 4.778, -2.796], [4.641, 3.331, -1.051], [3.307, 1.650, 0.091], [4.453, -1.958, -2.812], [3.188, -1.521, -2.845], [2.611, -0.887, -1.792], [1.276, -0.661, -1.832], [0.575, -1.025, -2.909], [1.243, -1.506, -4.069], [2.488, -1.746, -3.969], [5.065, -1.781, -2.022], [4.769, -2.455, -3.639], [3.166, -0.504, -0.907], [-0.517, -0.960, -2.835], [0.716, -1.690, -5.026]],
  "forces_ev_per_angstrom": [[-1.138, -0.424, 0.267], [0.163, -0.815, 0.558], [1.223, 1.083, 1.074], [0.355, 0.594, -0.547], [-0.914, 0.359, 0.484], [0.912, -0.682, -0.190], [-0.990, -0.283, -0.265], [0.229, -0.322, 0.034], [-1.443, 0.520, 0.248], [-0.206, -0.869, 0.032], [0.490, -0.211, 0.068], [0.098, 1.260, -0.820], [0.886, 0.447, -0.125], [0.227, -0.039, 0.101], [-0.876, 0.324, -0.486], [-0.132, -0.366, -0.495], [-0.521, 0.019, 0.496], [-0.189, 0.273, 0.576], [-0.198, -0.507, -1.022], [-0.313, 0.701, 0.205], [0.523, -0.307, 0.099], [0.409, 0.366, 0.209], [0.337, -0.344, -0.181], [-0.100, 0.463, 0.060], [0.868, 0.982, -0.758], [-0.115, -0.293, 0.286], [0.108, -0.127, 0.306], [-0.568, -0.811, 0.413], [-0.048, -0.035, 0.066], [-1.148, 1.934, -1.244], [1.122, -0.333, -0.201], [-1.947, -1.160, 0.905], [1.132, -1.998, -0.908], [-0.483, 0.046, -0.084], [-0.647, -0.500, 0.675], [0.434, 1.069, -0.376], [0.735, -1.068, 0.813], [0.680, -0.111, 0.997], [-1.629, -2.122, -0.700], [0.092, 2.896, -0.801], [-0.174, -2.274, 0.011], [-0.005, 2.180, -0.647], [-0.562, -1.471, 0.578], [-0.270, -0.004, -0.695], [0.021, -0.352, 0.598], [1.102, 0.098, -0.009], [-0.501, -0.653, 0.268], [-0.202, -0.640, 0.138], [-0.977, 1.828, -1.627], [0.831, 0.358, 0.294], [0.253, -0.345, 0.399], [0.742, 0.372, -0.342], [0.424, -0.191, 0.030], [0.288, 0.681, -0.163], [0.025, 0.079, -0.481], [0.237, 0.135, 0.238], [0.781, 0.841, 0.256], [0.456, -0.275, 0.561], [-0.288, 0.673, -0.458], [-0.391, -0.094, -0.092], [0.089, 0.324, 0.100], [-0.173, 0.016, -0.069], [0.667, -0.987, 0.867], [-0.063, 0.020, -0.240], [1.413, -0.948, -0.820], [-1.127, 1.597, 1.779], [-0.023, -0.052, 0.644], [-0.977, 0.131, -0.139], [-1.969, 0.420, 0.792], [2.111, -0.659, -0.889], [-0.138, -0.260, -0.509], [0.297, 0.168, 0.322], [-0.365, -0.511, -0.851], [0.708, 0.079, -0.326], [0.348, 0.106, 0.713]],
  "fmax_ev_per_a": 3.01,
  "total_charge": 4,
  "total_energy_ha": -3157.1045,
  "e_above_lowest_kcal_mol": 0.00
}


{
  "formula": "C29H35BrCl2N7OPS2Ti",
  "method": "ωB97M-V with the def2-TZVPD basis set",
  "species": ["Ti", "S", "C", "S", "C", "C", "N", "C", "N", "Br", "C", "C", "C", "C", "C", "C", "N", "C", "C", "C", "C", "C", "C", "N", "H", "H", "H", "H", "H", "H", "H", "H", "H", "Cl", "C", "Cl", "H", "H", "O", "P", "N", "C", "C", "C", "C", "N", "C", "C", "C", "C", "N", "C", "C", "C", "C", "H", "H", "H", "H", "H", "H", "H", "H", "H", "H", "H", "H", "H", "H", "H", "H", "H", "H", "H", "H", "H", "H", "H", "H"],
  "xyz": [[-0.077, 1.225, 1.126], [-0.003, 0.894, 3.478], [1.650, 1.395, 3.282], [2.204, 1.430, 1.622], [2.457, 1.752, 4.323], [1.949, 1.794, 5.645], [1.506, 1.852, 6.702], [3.805, 2.116, 4.085], [4.892, 2.399, 3.851], [4.004, 2.147, -4.867], [2.645, 2.143, -3.541], [2.819, 2.870, -2.372], [1.831, 2.852, -1.405], [0.666, 2.109, -1.608], [0.501, 1.389, -2.792], [1.493, 1.399, -3.753], [-0.324, 2.073, -0.606], [-1.572, 2.411, -0.913], [-2.549, 2.269, 0.095], [-3.896, 2.645, -0.055], [-4.757, 2.481, 0.999], [-4.276, 1.928, 2.194], [-2.948, 1.576, 2.282], [-2.082, 1.737, 1.271], [3.723, 3.438, -2.215], [1.960, 3.411, -0.485], [-0.393, 0.795, -2.930], [1.382, 0.825, -4.661], [-1.814, 2.825, -1.887], [-4.216, 3.073, -0.994], [-5.792, 2.776, 0.917], [-4.927, 1.782, 3.040], [-2.551, 1.158, 3.201], [0.184, 3.788, 1.935], [-0.489, 5.390, 1.521], [-2.233, 5.302, 1.262], [-0.011, 5.742, 0.611], [-0.292, 6.050, 2.362], [-0.029, -0.554, 0.705], [0.054, -1.717, -0.280], [0.233, -3.211, 0.444], [1.482, -3.458, 1.181], [1.207, -2.958, 2.607], [-0.322, -3.098, 2.768], [-0.799, -3.627, 1.404], [1.302, -1.464, -1.326], [1.658, -2.502, -2.314], [3.164, -2.690, -2.166], [3.631, -1.282, -1.803], [2.532, -0.770, -0.874], [-1.345, -1.703, -1.149], [-2.622, -1.243, -0.588], [-3.508, -1.177, -1.823], [-3.107, -2.451, -2.569], [-1.602, -2.592, -2.294], [2.331, -2.973, 0.706], [1.648, -4.538, 1.176], [1.504, -1.912, 2.709], [1.759, -3.538, 3.342], [-0.770, -2.126, 2.983], [-0.594, -3.782, 3.569], [-1.786, -3.269, 1.117], [-0.810, -4.720, 1.404], [1.424, -2.134, -3.317], [1.098, -3.419, -2.131], [3.625, -3.060, -3.078], [3.387, -3.388, -1.358], [3.683, -0.664, -2.701], [4.604, -1.268, -1.318], [2.409, 0.309, -0.956], [2.767, -1.002, 0.168], [-2.493, -0.285, -0.088], [-3.045, -1.957, 0.130], [-3.263, -0.293, -2.413], [-4.566, -1.149, -1.571], [-3.317, -2.390, -3.634], [-3.651, -3.304, -2.166], [-1.011, -2.255, -3.148], [-1.333, -3.627, -2.070]],
  "forces_ev_per_angstrom": [[1.646, 0.008, 1.645], [-0.270, 0.122, 0.552], [0.162, -0.081, 0.137], [0.436, 0.144, 0.067], [-0.439, -0.207, -0.566], [-0.113, 0.005, 0.292], [-0.077, -0.030, 0.216], [0.290, 0.088, -0.063], [0.208, 0.063, -0.036], [-0.192, -0.016, 0.223], [0.161, -0.031, -0.095], [0.069, -0.051, -0.136], [-0.297, -0.094, 0.118], [0.641, 0.135, -0.697], [-0.082, 0.065, 0.323], [0.094, 0.024, -0.095], [-1.345, 0.155, -0.816], [0.400, 0.353, -0.428], [-0.588, -0.039, 0.548], [0.509, -0.088, -0.110], [0.059, -0.139, 0.259], [0.046, 0.064, -0.234], [-0.159, -0.065, 0.335], [-0.975, 0.233, -0.675], [0.047, 0.052, -0.003], [-0.008, -0.028, -0.029], [-0.038, -0.062, -0.016], [-0.026, 0.004, -0.053], [0.015, 0.001, 0.021], [-0.037, 0.034, -0.036], [-0.079, 0.019, -0.036], [-0.005, -0.015, 0.068], [-0.009, 0.068, -0.102], [0.325, 1.093, 0.515], [-0.276, -0.001, -0.147], [0.032, 0.170, 0.015], [-0.037, -0.082, 0.083], [0.033, -0.164, -0.053], [-0.053, -1.120, -0.401], [-0.069, -1.040, -1.299], [-0.076, 1.028, -0.493], [0.291, -0.012, 0.170], [0.006, 0.010, 0.017], [0.003, 0.008, -0.011], [-0.259, -0.090, 0.203], [-0.215, -0.306, 0.794], [0.000, -0.210, -0.291], [-0.008, 0.130, 0.043], [-0.108, -0.082, -0.023], [0.243, 0.255, 0.094], [0.220, -0.082, 0.646], [-0.177, 0.225, 0.052], [0.040, -0.111, 0.072], [-0.033, 0.151, 0.016], [0.117, -0.137, -0.286], [0.012, -0.073, -0.018], [0.054, 0.047, -0.051], [0.009, -0.043, 0.011], [0.026, 0.022, 0.022], [0.013, -0.054, 0.023], [-0.032, 0.028, 0.013], [0.021, -0.063, -0.025], [-0.094, 0.049, -0.050], [-0.041, -0.060, 0.012], [0.013, -0.014, -0.073], [-0.020, -0.074, -0.018], [-0.013, -0.038, -0.003], [0.024, 0.030, -0.005], [0.020, 0.053, -0.010], [0.025, -0.053, 0.014], [-0.043, 0.063, -0.058], [-0.067, -0.101, -0.031], [0.020, 0.039, -0.004], [0.013, 0.051, 0.007], [-0.018, 0.020, -0.013], [-0.004, -0.074, -0.033], [0.010, -0.029, 0.006], [0.005, -0.064, 0.021], [0.022, 0.013, -0.027]],
  "s_squared": 0.773,
  "fmax_ev_per_a": 2.33,
  "multiplicity": 2,
  "total_charge": 1,
  "total_energy_ha": -7066.1517,
  "e_above_lowest_kcal_mol": 32.83
}